Record 1
This record from the OMol25 dataset describes 2 unconnected molecules or ions with the total composition C3H8IN2 in a non-equilibrium geometry. The level of theory is wB97M-V/def2-TZVPD.

- total charge = +1
- E_HOMO (eV) = -12.898
- frontier orbital gap (eV) = 9.6
- strongest force on any atom (hartree/bohr) = 0.06477
- relative energy (zero: lowest compared OMol25 entry of this formula, charge and spin) (kJ/mol) = 256.1

Cartesian coordinates (Å):
C (-0.3225, 1.6311, 0.0972)
C (-0.2246, 0.9526, -1.1577)
C (0.7828, -1.2434, 0.6024)
N (1.8510, -2.0186, 0.8030)
N (-1.5346, 0.9061, -0.4105)
I (-1.0704, -2.3267, 0.9294)
H (0.1849, 1.1852, 0.9534)
H (-0.2819, 2.7152, 0.1101)
H (0.3658, -0.0608, -0.9482)
H (-0.2019, 1.3736, -2.1934)
H (2.7062, -1.4652, 0.6465)
H (1.8948, -2.9825, 1.2306)
H (-1.6965, 0.0137, 0.0066)
H (-2.4530, 1.3198, -0.6693)



Record 2
This record from the OMol25 dataset describes a molecular structure, C3H8IN2 in a non-equilibrium geometry. The level of theory is wB97M-V/def2-TZVPD.

- total charge = +1
- E_HOMO (alpha / beta) (eV) = -12.748 / -12.747
- frontier orbital gap (alpha / beta) (eV) = 7.6 / 7.6
- strongest force on any atom (hartree/bohr) = 0.05640
- relative energy (zero: lowest compared OMol25 entry of this formula, charge and spin) (kJ/mol) = 205.6

Cartesian coordinates (Å):
C (0.6084, 0.5931, 2.0563)
C (-0.1927, -0.1637, -2.5279)
C (0.2006, -0.4176, -1.0554)
N (-0.6073, 0.9767, 2.4017)
N (0.0422, -1.4582, -0.3546)
I (1.5461, -1.1944, 1.9217)
H (-1.0534, 0.4101, -2.3152)
H (0.6472, 0.4618, -3.0986)
H (-0.4857, -1.1521, -3.0171)
H (0.4039, 0.5114, -0.4130)
H (-1.4313, 0.4070, 2.3979)
H (-0.8037, 1.9439, 2.4742)
H (1.3298, 1.4256, 2.2366)
H (-0.2040, -2.3438, -0.7067)



Record 3
This record from the OMol25 dataset describes 2 unconnected molecules or ions with the total composition C3H8IN2S in a non-equilibrium geometry. The level of theory is wB97M-V/def2-TZVPD.

- total charge = +1
- E_HOMO (alpha / beta) (eV) = -12.063 / -12.441
- frontier orbital gap (alpha / beta) (eV) = 6.5 / 7.4
- strongest force on any atom (hartree/bohr) = 0.09703
- relative energy (zero: lowest compared OMol25 entry of this formula, charge and spin) (kJ/mol) = 371.3

Cartesian coordinates (Å):
C (-0.0161, -1.1346, 0.6420)
C (1.2472, -1.7753, -1.5576)
C (-1.6439, 3.1725, 0.8849)
N (0.4751, -1.9863, -0.3165)
N (0.3101, 0.1313, 0.8502)
S (-0.0962, 1.1875, 2.0934)
I (-1.6438, 2.6955, -0.9959)
H (-0.6600, -1.4505, 1.4884)
H (2.2490, -2.2930, -1.5196)
H (0.7958, -2.3691, -2.4785)
H (1.4214, -0.8278, -1.8738)
H (-1.0272, 4.0126, 1.2280)
H (-2.5003, 3.0603, 1.5722)
H (0.1599, -2.9449, -0.2116)
H (0.9292, 0.5217, 0.1943)



Record 4
This record from the OMol25 dataset describes a gas-phase ion, C3H8N (charge +1) in a non-equilibrium geometry. The level of theory is wB97M-V/def2-TZVPD.

- total charge = +1
- SMILES = C=[NH+]CC
- E_HOMO (eV) = -16.830
- frontier orbital gap (eV) = 11.3
- strongest force on any atom (hartree/bohr) = 0.05650
- relative energy (zero: lowest compared OMol25 entry of this formula, charge and spin) (kJ/mol) = 60.3

Cartesian coordinates (Å):
C (0.5372, 0.3584, -1.3729)
C (-0.6137, -0.0412, -0.4912)
C (-0.2099, -0.0142, 1.9133)
N (-0.1047, -0.5904, 0.7732)
H (1.3140, -0.4342, -1.4662)
H (1.0643, 1.2706, -1.0899)
H (0.2813, 0.2047, -2.4319)
H (-1.2193, -0.8069, -1.0097)
H (-1.1370, 0.9130, -0.3330)
H (0.5312, -0.2180, 2.6721)
H (-1.0136, 0.7116, 2.0282)
H (0.5704, -1.3535, 0.8079)



- What is the formula in the second record?
  C3H8IN2



Repeat the fourth record exactly.
This record from the OMol25 dataset describes a gas-phase ion, C3H8N (charge +1) in a non-equilibrium geometry. The level of theory is wB97M-V/def2-TZVPD.

- total charge = +1
- SMILES = C=[NH+]CC
- E_HOMO (eV) = -16.830
- frontier orbital gap (eV) = 11.3
- strongest force on any atom (hartree/bohr) = 0.05650
- relative energy (zero: lowest compared OMol25 entry of this formula, charge and spin) (kJ/mol) = 60.3

Cartesian coordinates (Å):
C (0.5372, 0.3584, -1.3729)
C (-0.6137, -0.0412, -0.4912)
C (-0.2099, -0.0142, 1.9133)
N (-0.1047, -0.5904, 0.7732)
H (1.3140, -0.4342, -1.4662)
H (1.0643, 1.2706, -1.0899)
H (0.2813, 0.2047, -2.4319)
H (-1.2193, -0.8069, -1.0097)
H (-1.1370, 0.9130, -0.3330)
H (0.5312, -0.2180, 2.6721)
H (-1.0136, 0.7116, 2.0282)
H (0.5704, -1.3535, 0.8079)